The following is a DFT calculation (ωB97M-V with the def2-TZVPD basis set) of a 2-piece molecular cluster, C3H8I2NO overall in a non-equilibrium geometry.

```
15
C3H8I2NO | the OMol25 dataset | ωB97M-V with the def2-TZVPD basis set
H -1.980 -0.351 0.471
H 0.700 -0.821 -0.532
H 2.688 0.785 -0.798
C -0.997 -0.129 0.035
I -2.367 -3.309 -0.063
H -0.050 0.819 1.832
H 0.288 -3.064 -0.988
H -0.940 1.943 0.837
I 3.576 -1.584 0.097
H -1.369 0.388 -0.963
H 0.540 1.462 0.168
C -0.230 1.056 0.797
N -0.192 -1.244 -0.365
C -0.501 -2.494 -0.502
O 2.434 -0.118 -0.616
```

Values from the calculation:
Energy, hartree: -844.15793
Spin multiplicity: 1
HOMO-LUMO gap, eV: 8.56
HOMO level, eV: -13.179
Relative energy (zero: lowest compared OMol25 entry of this formula, charge and spin), eV: 1.718
Total charge: +1
Molar mass, g/mol: 327.91

natural (NBO) atomic charges, in units of e: number 1, H, carries 0.25; number 2, H, carries 0.47; number 3, H, carries 0.52; number 4, C, carries -0.28; number 5, I, carries 0.36; number 6, H, carries 0.24; number 7, H, carries 0.25; number 8, H, carries 0.25; number 9, I, carries 0.52; number 10, H, carries 0.24; number 11, H, carries 0.22; number 12, C, carries -0.62; number 13, N, carries -0.46; number 14, C, carries 0.05; number 15, O, carries -1.00